Record 1
The following is a quantum chemistry calculation of a single C5H14N2S molecule in a non-equilibrium geometry, from the Open Molecules 2025 dataset.

As for the SMILES: CCN[C@@H](CN)CS. The HOMO-LUMO gap comes out at 9.47 eV. For the max |F|, the calculation gives 2.29 eV Å⁻¹. The calculated total energy comes out at -19226.49607 eV. The energy above the lowest of the compared OMol25 structures with the same formula, charge and spin comes out at 77.24 kJ/mol.

The geometry in ORCA input format:
```
! wB97M-V def2-TZVPD RIJCOSX def2/J DEFGRID3
* xyz 0 1
C -0.74 1.70 -0.63
N 0.05 0.83 0.20
C 0.29 -0.52 -0.32
C -0.63 -1.56 0.37
S -2.20 -1.51 -0.59
C 1.76 -0.84 0.06
N 2.25 -2.21 -0.15
C -1.15 2.92 0.21
H -0.14 2.18 -1.44
H -1.60 1.30 -1.18
H -0.16 0.80 1.19
H 0.22 -0.45 -1.41
H -0.26 -2.58 0.22
H -0.57 -1.31 1.42
H -2.82 -2.57 -0.07
H 2.38 -0.22 -0.57
H 1.85 -0.60 1.14
H 1.81 -2.99 0.31
H 3.25 -2.26 -0.10
H -1.33 2.61 1.21
H -1.92 3.60 -0.19
H -0.32 3.66 0.31
*
```

=====

Record 2
The following is a quantum chemistry calculation of a molecular structure, C33H24BrFGaGeI2N2O, from the Open Molecules 2025 dataset.

The HOMO-LUMO gap comes out at 5.76 eV. For the max |F|, the calculation gives 0.58 eV Å⁻¹. The calculated total energy comes out at -237495.10858 eV. The energy above the lowest of the compared OMol25 structures with the same formula, charge and spin comes out at 42.10 kJ/mol.

The geometry in ORCA input format:
```
! wB97M-V def2-TZVPD RIJCOSX def2/J DEFGRID3
* xyz -1 1
Ga 1.01 0.76 -1.16
I 3.84 4.98 -1.37
C 1.86 4.69 -1.94
C 1.06 5.80 -2.27
C -0.24 5.65 -2.66
I -1.35 7.36 -3.14
C -0.82 4.35 -2.74
C -2.14 4.05 -3.15
C -2.56 2.75 -3.19
C -1.68 1.72 -2.81
N -0.46 1.97 -2.42
C -0.01 3.25 -2.39
C 1.37 3.39 -1.99
O 2.07 2.33 -1.73
H 1.49 6.80 -2.21
H -2.81 4.85 -3.43
H -3.57 2.50 -3.50
H -1.99 0.68 -2.81
C 0.19 0.96 0.56
Ge -0.61 -0.68 1.07
C 0.46 -2.35 0.97
C 0.63 -3.08 -0.21
C 1.53 -4.14 -0.29
C 2.28 -4.50 0.82
C 2.13 -3.79 2.01
C 1.25 -2.72 2.07
C -2.24 -0.92 -0.02
C -2.99 0.23 -0.28
C -4.19 0.17 -0.98
C -4.66 -1.05 -1.46
C -3.92 -2.20 -1.22
C -2.73 -2.14 -0.50
C -1.29 -0.61 2.93
C -1.64 0.65 3.44
C -2.15 0.79 4.73
C -2.32 -0.33 5.54
C -1.98 -1.58 5.05
C -1.47 -1.72 3.76
H 1.01 1.17 1.27
H 0.10 -2.78 -1.11
H 1.65 -4.67 -1.22
H 2.98 -5.33 0.76
H 2.73 -4.06 2.88
H 1.16 -2.16 3.00
H -2.60 1.19 0.06
H -4.76 1.08 -1.16
H -5.59 -1.10 -2.01
H -4.28 -3.16 -1.58
H -2.20 -3.06 -0.29
H -1.48 1.53 2.82
H -2.41 1.77 5.10
H -2.71 -0.22 6.54
H -2.11 -2.46 5.68
H -1.22 -2.71 3.40
Br 6.43 -3.26 0.04
C 5.10 -1.95 -0.26
C 4.77 -1.59 -1.55
C 3.76 -0.66 -1.72
N 3.11 -0.10 -0.69
C 3.45 -0.46 0.55
C 4.45 -1.38 0.82
H 5.26 -2.03 -2.41
H 3.43 -0.35 -2.70
H 2.87 -0.01 1.35
H 4.69 -1.66 1.83
F 1.06 -0.45 -2.50
*
```

=====

Record 3
The following is a quantum chemistry calculation of a molecular structure, C37H38CeNO3P2S in a non-equilibrium geometry, from the Open Molecules 2025 dataset.

The HOMO-LUMO gap (spin up / spin down) comes out at 3.90 / 3.90 eV. For the max |F|, the calculation gives 1.90 eV Å⁻¹. The calculated total energy comes out at -88935.17069 eV. The energy above the lowest of the compared OMol25 structures with the same formula, charge and spin comes out at 0.00 kJ/mol.

The geometry in ORCA input format:
```
! wB97M-V def2-TZVPD RIJCOSX def2/J DEFGRID3
* xyz 3 1
Ce -0.61 1.25 0.63
C 2.72 -5.23 1.64
S 3.71 -4.62 0.25
C 2.48 -4.65 -1.10
C 2.07 -3.26 -1.56
C 1.58 -2.42 -0.39
N 0.80 -1.21 -0.81
P -0.90 -1.25 -0.50
C -1.42 -2.72 -1.41
C -1.52 -3.99 -0.84
C -1.80 -5.08 -1.65
C -1.99 -4.91 -3.02
C -1.90 -3.64 -3.59
C -1.62 -2.55 -2.79
C -1.13 -1.65 1.30
C -0.20 -1.24 2.28
C -0.46 -1.51 3.62
C -1.63 -2.16 4.00
C -2.57 -2.51 3.04
C -2.33 -2.24 1.70
P 1.73 0.25 -0.51
C 3.24 -0.06 -1.45
C 4.43 -0.33 -0.78
C 5.56 -0.67 -1.51
C 5.50 -0.73 -2.89
C 4.31 -0.45 -3.56
C 3.17 -0.12 -2.85
C 0.89 1.57 -1.54
C 1.59 2.79 -1.45
C 1.19 3.89 -2.20
C 0.05 3.81 -2.99
C -0.68 2.62 -3.05
C -0.26 1.50 -2.34
H 3.40 -5.38 2.47
H 2.26 -6.19 1.38
H 1.95 -4.51 1.92
H 1.62 -5.22 -0.75
H 2.94 -5.20 -1.92
H 1.29 -3.34 -2.32
H 2.94 -2.77 -2.03
H 2.44 -2.10 0.20
H 0.96 -3.04 0.26
H -1.37 -4.14 0.22
H -1.86 -6.07 -1.22
H -2.22 -5.76 -3.64
H -2.05 -3.51 -4.65
H -1.55 -1.56 -3.23
H 0.76 -0.81 2.02
H 0.27 -1.23 4.38
H -1.81 -2.39 5.04
H -3.48 -3.01 3.33
H -3.07 -2.52 0.95
H 4.48 -0.27 0.30
H 6.49 -0.90 -0.99
H 6.38 -0.99 -3.46
H 4.27 -0.49 -4.64
H 2.24 0.08 -3.36
H 2.50 2.84 -0.86
H 1.77 4.80 -2.18
H -0.27 4.66 -3.58
H -1.56 2.56 -3.68
H -0.77 0.56 -2.51
C -4.15 7.25 -0.02
O -3.97 6.97 1.37
C -3.32 5.90 1.75
C -3.19 5.72 3.15
C -2.52 4.65 3.63
C -1.91 3.67 2.79
C -1.15 2.62 3.35
C -1.10 2.34 4.81
O -0.44 1.79 2.63
C -2.08 3.85 1.36
O -1.63 2.98 0.45
C -2.76 4.95 0.88
H -4.71 8.18 -0.07
H -4.73 6.46 -0.51
H -3.19 7.37 -0.52
H -3.63 6.46 3.80
H -2.44 4.56 4.70
H -1.56 3.09 5.43
H -0.05 2.21 5.11
H -1.60 1.38 4.99
H -2.85 5.04 -0.19
*
```